Computed, not measured: a single C20H21N3O3 molecule, with ωB97M-V with the def2-TZVPD basis set.

Its max |F| is 0.9 eV Å⁻¹. Its total energy is -1164.735149 Ha. The value obtained for the HOMO energy is -0.3083 hartree. Its SMILES is COc1ccc(-n2cnc3cc(C(=O)NC[C@@H]4CCCO4)ccc32)cc1. The net charge is 0. As for the relative energy (zero: lowest compared OMol25 entry of this formula, charge and spin): 60.2 kcal/mol. As for the multiplicity: 1.

```
47
Properties=species:S:1:pos:R:3:forces:R:3
C -4.543 3.268 6.027 -0.13 0.19 0.07
O -3.796 2.155 5.597 0.19 -0.24 -0.13
C -3.021 2.279 4.488 0.12 -0.04 -0.13
C -2.899 3.434 3.722 -0.18 -0.02 0.35
C -2.083 3.442 2.605 0.19 -0.27 -0.19
C -1.375 2.306 2.238 -0.43 0.14 0.50
N -0.543 2.331 1.108 0.22 0.01 -0.27
C 0.322 3.334 0.758 0.19 0.04 -0.08
N 0.993 3.103 -0.323 0.36 0.52 -0.17
C 0.565 1.875 -0.763 -0.55 -0.47 0.45
C 0.925 1.149 -1.889 -0.10 -0.13 0.03
C 0.321 -0.081 -2.093 0.02 0.30 0.01
C 0.723 -0.855 -3.306 -0.15 -0.08 0.18
O 1.009 -0.325 -4.360 0.18 0.19 -0.16
N 0.752 -2.200 -3.122 -0.01 -0.30 0.19
C 1.209 -3.120 -4.132 0.38 -0.22 -0.30
C 2.551 -3.812 -3.804 -0.52 -0.17 -0.07
C 2.651 -4.296 -2.347 0.12 0.04 -0.27
C 3.337 -3.124 -1.628 0.09 0.09 -0.05
C 3.897 -2.262 -2.778 0.17 0.31 0.29
O 3.663 -2.966 -3.981 0.01 -0.03 -0.17
C -0.660 -0.558 -1.209 0.03 0.00 0.02
C -1.043 0.157 -0.094 -0.13 -0.06 0.17
C -0.405 1.367 0.137 0.33 -0.08 -0.64
C -1.485 1.152 3.010 0.02 0.16 -0.05
C -2.302 1.139 4.118 -0.17 0.13 0.11
H -3.896 4.111 6.286 -0.02 -0.03 -0.02
H -5.075 2.937 6.918 0.02 0.08 -0.06
H -5.268 3.582 5.270 0.04 -0.01 0.02
H -3.437 4.332 3.980 -0.06 0.06 0.05
H -2.005 4.338 2.007 -0.02 0.06 -0.08
H 0.433 4.216 1.359 -0.05 0.15 0.22
H 1.649 1.526 -2.593 0.08 0.05 -0.11
H 0.563 -2.569 -2.205 0.01 0.16 -0.02
H 1.336 -2.537 -5.047 -0.07 -0.16 0.05
H 0.448 -3.891 -4.294 0.06 0.03 -0.05
H 2.674 -4.631 -4.521 -0.06 0.05 0.09
H 3.282 -5.183 -2.306 -0.07 -0.02 0.01
H 1.680 -4.549 -1.927 -0.05 -0.08 0.06
H 2.636 -2.549 -1.024 0.03 0.00 0.03
H 4.134 -3.475 -0.976 -0.03 0.01 0.05
H 4.975 -2.107 -2.704 -0.09 0.04 0.03
H 3.407 -1.280 -2.812 0.08 -0.07 0.01
H -1.162 -1.490 -1.424 -0.04 -0.07 -0.02
H -1.823 -0.205 0.560 -0.06 -0.05 0.03
H -0.915 0.275 2.748 0.06 -0.08 -0.02
H -2.398 0.254 4.726 0.00 -0.11 0.07
```
Forces are in eV/Å.